(1)
Entry from OMol25: a cluster of 2 separate species, C5H10O in total at a distorted geometry (ωB97M-V with the def2-TZVPD basis set).

Last column: Löwdin charge in e.
Positions of all 16 atoms, in Å:
C -1.31 2.48 0.46  0.008
C -0.57 1.47 0.92  -0.198
C -0.39 0.20 0.21  -0.156
C -0.01 0.12 -1.07  -0.150
C -0.05 -1.17 -1.79  -0.111
H -1.27 3.41 1.00  0.053
H -1.90 2.36 -0.44  0.063
H 0.06 1.62 1.79  0.093
H -0.61 -0.73 0.73  0.091
H 0.46 0.98 -1.53  0.112
H 0.86 -1.48 -2.29  0.071
H -0.79 -1.18 -2.58  0.069
H -0.22 -2.04 -1.16  0.071
O 1.87 -2.27 1.20  -0.054
H 0.91 -2.27 1.10  0.010
H 1.97 -1.35 1.48  0.028

Values from the calculation:
Energy relative to the best compared isomer or geometry (same formula, charge and spin): 38.7 kcal per mole
SMILES: C=C/C=C/C.O
M: 86.1 g/mol
HOMO-LUMO gap: 10.2 eV
E: -7393.0892 eV
E_LUMO: 0.934 eV


(2)
Entry from OMol25: an isolated molecule of C5H6N2O at a distorted geometry (ωB97M-V with the def2-TZVPD basis set).

Last column: Löwdin charge in e.
Positions of all 14 atoms, in Å:
C 1.63 1.77 0.00  0.111
C 1.26 0.51 -0.06  -0.248
O 2.20 -0.54 0.08  0.035
C 1.45 -1.65 0.01  -0.163
N 0.16 -1.50 -0.06  0.141
C -0.10 -0.11 -0.05  -0.369
N -1.14 0.57 -0.07  0.067
C -2.48 -0.12 0.02  -0.101
H 0.80 2.42 -0.10  0.060
H 2.65 2.23 -0.01  0.096
H 2.00 -2.61 -0.18  0.156
H -2.66 -0.79 -0.80  0.058
H -2.42 -0.74 0.96  0.078
H -3.35 0.55 0.25  0.078

Values from the calculation:
Energy relative to the best compared isomer or geometry (same formula, charge and spin): 34.2 kcal per mole
SMILES: C=C1OC=N/C1=N\C
M: 110.1 g/mol
HOMO-LUMO gap: 9.1 eV
E: -10308.1223 eV
E_LUMO: 0.018 eV


(3)
Entry from OMol25: a structure of composition C5H3Cl2LuNO3Pr at a distorted geometry (ωB97M-V with the def2-TZVPD basis set).

Last column: Löwdin charge in e.
Positions of all 16 atoms, in Å:
Pr -1.63 -0.44 -3.44  1.188
Lu -0.03 -0.28 0.20  1.353
Cl -0.95 -2.12 -1.30  0.140
Cl -1.13 1.35 -1.32  0.137
C 1.26 1.63 0.99  0.002
C -0.20 -2.15 -4.37  -0.046
C -0.05 0.80 -4.83  0.006
O 1.78 2.63 1.26  0.234
O 0.53 -3.03 -4.58  0.285
O 0.75 1.45 -5.38  0.292
C -2.33 -2.11 3.89  0.045
C -1.64 -1.34 2.88  -0.066
N -1.09 -0.81 1.99  -0.008
H -3.31 -1.67 4.10  0.145
H -1.73 -2.13 4.82  0.146
H -2.46 -3.15 3.52  0.146

Values from the calculation:
Net charge: +4
Multiplicity: 3
Expectation value of S²: 2.002
M: 511.9 g/mol
HOMO-LUMO gap (spin up / spin down): 7.8 / 8.9 eV
E: -85556.2026 eV
E_LUMO (spin up / spin down): -17.879 / -16.861 eV


(4)
Entry from OMol25: a cluster of 2 separate species, C10H13N3 in total at a distorted geometry (ωB97M-V with the def2-TZVPD basis set).

Last column: Löwdin charge in e.
Positions of all 26 atoms, in Å:
C -0.07 2.14 0.35  -0.302
C -3.27 -0.78 1.02  -0.052
C -1.91 -0.73 0.71  -0.082
C -4.11 0.01 0.22  -0.152
C -2.46 1.02 -0.86  -0.204
C -1.53 0.27 -0.14  -0.013
C 0.77 1.63 -1.85  -0.022
C 1.69 -1.05 -0.15  -0.061
C 1.89 0.51 1.64  -0.056
C 0.70 1.23 -0.41  -0.271
N -0.61 3.06 0.82  0.184
N -3.72 0.78 -0.79  0.060
N 1.52 0.34 0.25  -0.217
H -3.58 -1.36 1.79  0.063
H -1.35 -1.52 1.15  0.082
H -5.18 -0.04 0.38  0.102
H -2.05 1.79 -1.57  0.105
H 1.66 2.19 -2.14  0.087
H -0.14 2.16 -2.23  0.092
H 0.89 0.65 -2.40  0.092
H 1.64 -1.09 -1.23  0.078
H 2.75 -1.36 -0.06  0.098
H 0.97 -1.67 0.44  0.099
H 1.26 1.03 2.32  0.070
H 2.15 -0.57 2.03  0.123
H 2.80 1.13 1.55  0.099

Values from the calculation:
Energy relative to the best compared isomer or geometry (same formula, charge and spin): 120.5 kcal per mole
M: 175.2 g/mol
HOMO-LUMO gap (spin up / spin down): 7.7 / 7.4 eV
E: -15045.8687 eV
E_LUMO (spin up / spin down): -0.174 / -0.150 eV


(5)
Entry from OMol25: a structure of composition C38H49BCaN12O5S5 at a distorted geometry (ωB97M-V with the def2-TZVPD basis set).

Last column: Löwdin charge in e.
Positions of all 111 atoms, in Å:
Ca 0.15 0.63 -0.66  1.211
C 1.26 5.01 -0.11  -0.024
C 1.39 3.62 -0.28  -0.113
N 0.49 2.89 -0.88  0.006
C -0.58 3.48 -1.42  -0.165
C -0.78 4.88 -1.35  -0.126
C 0.16 5.64 -0.65  0.006
C -1.92 5.46 -1.97  -0.016
C -2.82 4.70 -2.63  -0.019
C -2.64 3.29 -2.74  -0.131
C -3.52 2.48 -3.48  0.001
C -3.25 1.14 -3.60  -0.036
C -2.13 0.62 -2.94  -0.156
N -1.32 1.35 -2.21  0.006
C -1.54 2.67 -2.12  -0.161
H 2.00 5.56 0.44  0.108
H 2.26 3.11 0.11  0.115
H 0.01 6.70 -0.53  0.119
H -2.05 6.54 -1.91  0.115
H -3.69 5.14 -3.10  0.114
H -4.38 2.92 -3.96  0.118
H -3.87 0.48 -4.19  0.108
H -1.88 -0.43 -3.03  0.027
O 3.99 1.58 -1.29  0.029
C 4.78 0.74 -0.60  -0.266
C 6.16 0.98 -0.59  -0.019
C 7.01 0.12 0.08  -0.093
C 6.51 -0.97 0.78  -0.098
C 5.14 -1.20 0.79  -0.034
C 4.27 -0.36 0.11  -0.079
C 2.80 -0.59 0.16  -0.478
O 2.06 0.00 -0.70  -0.305
N 2.44 -1.43 1.08  -0.005
N 1.10 -1.69 1.23  -0.101
C 0.88 -2.82 1.77  -0.906
S 2.28 -3.85 2.19  0.918
C 1.27 -5.29 2.69  -0.514
C -0.07 -4.83 3.20  -0.478
S -0.69 -3.44 2.16  0.858
H 3.07 1.18 -1.27  0.057
H 6.53 1.84 -1.12  0.113
H 8.08 0.30 0.06  0.100
H 7.17 -1.64 1.30  0.096
H 4.72 -2.03 1.34  0.091
H 1.84 -5.81 3.46  0.070
H 1.16 -5.94 1.82  0.052
H -0.01 -4.48 4.23  0.066
H -0.82 -5.61 3.13  0.074
C -4.25 0.49 -0.23  -0.043
N -3.97 -0.74 -0.91  -0.132
C -4.67 -1.28 -1.96  -0.077
C -4.04 -2.42 -2.31  -0.074
N -2.97 -2.61 -1.48  0.001
B -2.26 -4.00 -1.48  -0.458
N -0.74 -3.95 -1.22  0.000
C -0.12 -4.97 -0.55  -0.122
C 1.22 -4.83 -0.67  -0.105
N 1.44 -3.71 -1.42  -0.109
C 2.72 -3.20 -1.80  -0.032
C 0.23 -3.17 -1.74  -0.715
S 0.07 -1.84 -2.74  0.724
C -2.92 -1.58 -0.63  -0.697
S -1.84 -1.25 0.62  0.680
H -4.80 1.15 -0.91  0.090
H -3.31 0.97 0.06  0.038
H -4.84 0.32 0.67  0.096
H -5.55 -0.80 -2.35  0.116
H -4.27 -3.13 -3.08  0.114
H -2.44 -4.49 -2.55  0.078
H -2.76 -4.64 -0.59  0.078
H -0.70 -5.72 -0.05  0.114
H 2.05 -5.40 -0.30  0.107
H 3.45 -3.39 -1.01  0.091
H 2.65 -2.13 -1.97  0.042
H 3.07 -3.67 -2.73  0.100
N 0.81 1.19 1.68  0.003
C 0.17 2.19 2.51  -0.274
C 0.18 1.86 4.02  -0.131
C 0.09 0.37 4.39  -0.158
C -1.18 -0.38 3.94  -0.177
N -2.32 0.49 3.74  0.109
C -2.90 1.23 4.67  -0.451
N -3.63 2.28 4.29  0.188
N -2.77 0.91 5.97  0.208
C -1.25 2.48 1.95  -0.632
O -1.96 3.26 2.64  -0.048
O -1.58 1.93 0.90  -0.078
H 0.31 0.31 1.76  0.016
H 1.77 1.03 1.97  0.103
H 0.70 3.15 2.39  0.141
H -0.63 2.42 4.49  0.100
H 1.11 2.23 4.45  0.115
H 0.18 0.31 5.48  0.103
H 0.95 -0.16 3.97  0.106
H -1.43 -1.15 4.68  0.116
H -1.02 -0.88 2.99  0.006
H -2.45 0.78 2.77  0.116
H -3.22 2.79 3.46  0.078
H -4.02 2.86 5.01  0.115
H -2.39 0.01 6.23  0.111
H -3.30 1.41 6.66  0.119
C 2.84 0.04 -4.11  -0.251
S 1.87 1.49 -4.67  0.854
C 0.52 0.50 -5.45  -0.242
O 1.28 2.06 -3.45  -0.555
H 3.00 -0.63 -4.95  0.055
H 2.25 -0.43 -3.34  -0.027
H 3.79 0.38 -3.71  0.043
H 0.86 0.12 -6.42  0.047
H -0.32 1.16 -5.60  0.042
H 0.26 -0.32 -4.79  -0.030

Values from the calculation:
Energy relative to the best compared isomer or geometry (same formula, charge and spin): 28.4 kcal per mole
M: 965.1 g/mol
HOMO-LUMO gap: 6.7 eV
E: -141619.2313 eV
E_LUMO: 0.049 eV


(6)
Entry from OMol25: a cluster of 2 separate species, C4H14N4P2 in total at a distorted geometry (ωB97M-V with the def2-TZVPD basis set).

Last column: Löwdin charge in e.
Positions of all 24 atoms, in Å:
C -0.38 3.40 -1.53  -0.268
N -1.18 2.35 -0.92  -0.396
P -1.44 0.95 -1.33  0.726
N -1.90 0.26 0.15  -0.340
C -2.23 -1.14 0.26  -0.236
H 0.06 3.18 -2.57  0.074
H -0.87 4.38 -1.54  0.046
H 0.50 3.74 -0.92  0.062
H -1.94 0.78 1.03  0.090
H -3.23 -1.39 0.66  0.086
H -1.96 -1.65 -0.63  0.020
H -1.50 -1.59 0.85  0.025
C 2.88 0.67 0.61  -0.199
N 1.78 0.38 -0.32  -0.408
P 1.01 -0.79 -0.91  0.805
N 1.19 -2.32 -0.05  -0.324
C 0.80 -3.66 -0.50  -0.173
H 2.51 1.61 1.14  0.081
H 3.10 -0.12 1.32  0.048
H 3.73 1.09 0.03  0.071
H 1.51 -2.19 0.84  0.005
H 1.27 -4.34 0.21  0.073
H -0.31 -3.85 -0.60  0.079
H 1.35 -3.69 -1.42  0.051

Values from the calculation:
Energy relative to the best compared isomer or geometry (same formula, charge and spin): 38.8 kcal per mole
SMILES: C/N=P/NC.C/N=P\NC
M: 180.1 g/mol
HOMO-LUMO gap: 8.5 eV
E: -28910.6984 eV
E_LUMO: 0.428 eV